1.
Entry from OMol25: a 2-piece molecular cluster, C7H7Cl2O2P overall (ωB97M-V/def2-TZVPD).

Each line ends with the Mulliken charge.
Positions of all 19 atoms, in Å:
Cl (-1.818, 1.217, -2.499)  0.017
Cl (-4.049, -0.990, -0.157)  -0.265
P (-2.056, -0.622, -0.128)  0.685
O (-1.715, -0.402, -1.638)  -0.309
O (-1.975, 0.545, 0.763)  -0.426
C (1.031, 0.246, -0.922)  -0.197
C (0.804, 0.760, 1.760)  -0.327
C (0.678, -2.137, -0.410)  -0.830
C (0.958, 1.831, 0.807)  -0.511
C (1.158, 1.531, -0.566)  -0.587
C (0.971, -0.545, 1.387)  -0.341
C (0.938, -0.807, -0.011)  0.379
H (0.751, -1.332, 2.117)  0.287
H (0.635, 2.752, 1.047)  0.490
H (0.105, -2.443, -1.268)  0.355
H (0.766, -0.082, -1.913)  0.502
H (0.417, 1.140, 2.698)  0.327
H (1.412, 2.292, -1.278)  0.443
H (0.988, -2.952, 0.211)  0.310

Forces on the atoms, in the same order (eV/Å):
-0.18 -1.21 0.83
-0.84 -0.68 -0.18
-0.91 0.12 1.03
0.76 1.05 -2.29
1.02 0.24 0.41
-0.72 -2.02 -1.15
0.21 2.53 -1.07
-0.89 0.56 0.29
0.37 -4.71 -1.23
0.51 1.31 2.03
-0.68 0.13 0.28
0.55 -0.88 0.97
0.40 0.14 -0.40
-0.43 3.30 1.12
0.40 0.37 -0.70
0.68 0.40 -0.63
0.36 -0.75 0.38
-0.50 0.35 -0.28
-0.12 -0.23 0.59

charge: 0
total energy: -45797.53200 eV
Kohn-Sham gap (spin up / spin down): 4.769 / 7.220 eV
ΔE to the lowest compared entry with this formula, charge and spin: 101.0 kcal per mole
HOMO (spin up / spin down): -7.8 / -8.9 eV
maximum force: 0.095 hartree/bohr

2.
Entry from OMol25: a 2-piece molecular cluster, C7H7Cl2O2PS overall (ωB97M-V/def2-TZVPD).

Each line ends with the Mulliken charge.
Positions of all 20 atoms, in Å:
Cl (2.630, 1.254, 0.560)  -0.083
Cl (2.810, 1.739, -2.494)  -0.199
S (2.099, -2.495, 0.838)  0.722
P (1.662, 2.137, -0.901)  0.301
O (1.597, -3.641, 1.603)  -0.485
O (2.804, -1.472, 1.626)  -0.425
C (-1.129, 0.071, 1.107)  -0.523
C (-2.405, 1.490, -0.512)  -1.344
C (-1.269, 0.522, -0.152)  0.986
C (0.563, -1.421, 0.397)  0.604
C (0.554, -0.912, -0.900)  -0.633
C (-0.414, 0.073, -1.203)  -0.899
C (-0.285, -1.000, 1.408)  -0.755
H (-2.039, 2.485, -0.505)  0.291
H (-2.758, 1.260, -1.546)  0.347
H (-0.166, -1.390, 2.374)  0.432
H (-3.201, 1.342, 0.245)  0.405
H (-1.835, 0.589, 1.724)  0.394
H (-0.622, 0.458, -2.180)  0.391
H (1.404, -1.088, -1.488)  0.474

Forces on the atoms, in the same order (eV/Å):
0.66 -0.44 0.93
0.53 -0.27 -0.75
-1.79 1.01 2.15
-0.95 1.38 -0.23
0.39 0.29 -0.95
0.48 -0.77 -0.68
-0.30 -0.77 0.68
0.11 -1.77 -0.04
0.08 0.34 -3.64
0.56 -0.30 -0.68
-1.34 1.29 1.21
-0.38 -0.99 1.79
0.54 0.75 -0.85
0.16 1.12 0.09
0.02 0.20 0.93
-0.05 -0.45 1.18
0.20 0.38 -0.70
0.05 -0.51 1.36
0.42 0.06 -0.52
0.64 -0.54 -1.30

charge: 0
total energy: -56634.19159 eV
Kohn-Sham gap (spin up / spin down): 8.679 / 5.051 eV
ΔE to the lowest compared entry with this formula, charge and spin: 0.0 kcal per mole
HOMO (spin up / spin down): -9.7 / -7.7 eV
maximum force: 0.071 hartree/bohr

3.
Entry from OMol25: one molecule with the formula C7H7Cl3N2O2 (ωB97M-V/def2-TZVPD).

Each line ends with the Mulliken charge.
Positions of all 21 atoms, in Å:
Cl (-3.100, -2.653, -0.206)  -0.194
Cl (0.333, -0.228, -2.109)  -0.106
Cl (-2.502, 2.666, -0.652)  -0.192
O (-0.916, 1.050, 2.313)  -0.612
O (1.084, 1.708, 1.776)  -0.613
N (1.569, -0.715, 0.171)  -0.211
N (-0.040, 1.355, 1.521)  1.053
C (-0.342, 1.034, 0.124)  -0.611
C (-1.943, -1.380, -0.223)  0.513
C (-0.572, -1.615, -0.162)  -1.152
C (0.398, -0.571, -0.413)  0.859
C (-2.467, -0.041, -0.399)  -0.390
C (-1.770, 1.086, -0.344)  -0.187
C (2.781, 0.037, -0.231)  -0.918
H (0.389, 1.643, -0.493)  0.595
H (1.698, -1.331, 0.904)  0.217
H (2.727, 0.973, 0.368)  0.272
H (-3.499, 0.003, -0.732)  0.405
H (-0.299, -2.548, 0.004)  0.609
H (3.660, -0.685, -0.002)  0.316
H (2.811, 0.214, -1.215)  0.349

Forces on the atoms, in the same order (eV/Å):
0.18 -0.01 0.17
0.83 0.09 -2.15
0.43 -0.93 0.20
0.29 0.45 0.55
0.43 0.42 0.43
3.18 0.64 -1.60
-1.45 -1.56 -0.55
1.81 0.13 -2.82
3.34 0.25 0.28
-5.47 2.90 -0.02
-3.23 2.82 1.73
-1.27 0.15 -0.98
0.83 0.33 1.20
0.29 -1.77 4.96
-1.25 -0.31 0.82
-0.11 -1.39 1.40
0.95 -0.52 -0.56
-0.04 0.09 0.15
1.65 -4.19 0.58
-1.23 1.70 -0.09
-0.15 0.70 -3.70

charge: 0
total energy: -52009.67606 eV
Kohn-Sham gap: 8.455 eV
ΔE to the lowest compared entry with this formula, charge and spin: 22.3 kcal per mole
HOMO: -9.0 eV
SMILES: CN[C@@]1(Cl)C=C(Cl)C=C(Cl)[C@H]1[N+](=O)[O-]
maximum force: 0.120 hartree/bohr

4.
Entry from OMol25: one molecule with the formula C7H7ClO3 (ωB97M-V/def2-TZVPD).

Each line ends with the Mulliken charge.
Positions of all 18 atoms, in Å:
Cl (-2.155, -1.309, 3.222)  -0.187
O (-2.966, 0.836, 1.362)  -0.512
O (-0.019, 1.059, -2.249)  -0.474
O (-1.674, 1.128, -0.540)  -0.325
C (-0.540, 0.712, -1.026)  0.275
C (0.203, -0.195, -0.138)  0.280
C (2.324, -0.259, -1.402)  -0.989
C (1.467, -0.694, -0.361)  -0.165
C (-0.742, -1.199, 2.138)  -0.555
C (-0.816, -0.465, 0.953)  0.212
C (-1.869, 0.423, 0.657)  0.182
H (3.337, 0.145, -0.894)  0.202
H (1.856, -1.234, 0.425)  0.363
H (2.740, -0.970, -2.183)  0.247
H (0.086, -1.729, 2.500)  0.467
H (-2.655, 1.377, 2.104)  0.351
H (-0.506, 1.758, -2.650)  0.324
H (1.929, 0.615, -1.919)  0.304

Forces on the atoms, in the same order (eV/Å):
1.14 -0.07 -0.63
1.23 -0.17 -0.94
-0.99 -0.63 1.47
-1.91 0.29 0.68
4.65 -2.64 0.54
-2.59 1.15 -1.31
4.49 1.75 -1.28
-2.21 0.11 0.58
-1.71 0.61 -0.15
-0.15 1.59 -0.35
-0.32 0.14 0.32
-1.86 -0.80 -1.02
0.89 -1.49 1.47
-0.84 0.36 0.95
0.92 -0.61 0.21
-0.17 -0.19 0.00
-0.83 0.98 -0.47
0.26 -0.37 -0.08

charge: 0
total energy: -26033.01064 eV
Kohn-Sham gap (spin up / spin down): 6.767 / 8.296 eV
HOMO (spin up / spin down): -6.3 / -8.7 eV
maximum force: 0.105 hartree/bohr
2S+1: 3

5.
Entry from OMol25: one molecule with the formula C7H7F (ωB97M-V/def2-TZVPD).

Each line ends with the Mulliken charge.
Positions of all 15 atoms, in Å:
F (-1.667, -0.561, -0.926)  -0.369
C (0.354, 0.696, -1.377)  -1.010
C (-0.701, 0.653, 0.933)  -0.802
C (0.522, 0.323, 1.767)  -0.628
C (-0.444, -0.091, -0.395)  1.158
C (0.305, -1.328, 0.135)  -0.757
C (0.853, -1.042, 1.329)  -0.211
C (1.141, 1.417, -1.945)  0.223
H (1.574, -1.646, 1.848)  0.398
H (1.835, 1.997, -2.548)  0.405
H (1.370, 0.998, 1.548)  0.256
H (-0.916, 1.772, 0.887)  0.298
H (-1.607, 0.149, 1.368)  0.280
H (0.151, -2.317, -0.297)  0.402
H (0.425, 0.326, 2.849)  0.356

Forces on the atoms, in the same order (eV/Å):
0.47 0.71 -0.23
0.18 0.28 0.26
-1.29 1.30 0.31
0.96 0.60 0.41
-0.21 -0.95 0.43
-0.23 0.30 0.96
0.18 -0.72 -1.82
-0.24 -0.35 -0.24
-0.18 -0.46 0.30
-0.57 -0.41 0.53
-0.32 -0.02 0.01
0.31 -1.49 -0.33
0.82 0.47 -0.35
0.59 0.41 -0.35
-0.46 0.32 0.11

charge: 0
total energy: -10087.09742 eV
Kohn-Sham gap: 10.629 eV
ΔE to the lowest compared entry with this formula, charge and spin: 55.5 kcal per mole
HOMO: -9.6 eV
SMILES: C#C[C@@]1(F)C=CCC1
maximum force: 0.038 hartree/bohr

6.
Entry from OMol25: a 2-piece molecular cluster, C7H7FO overall (ωB97M-V/def2-TZVPD).

Each line ends with the Mulliken charge.
Positions of all 16 atoms, in Å:
F (2.003, -0.056, 1.388)  -0.349
O (-1.276, -1.047, 2.163)  -0.397
C (-0.708, 0.610, -1.473)  -0.119
C (0.204, -0.509, -1.664)  -0.490
C (-0.783, 1.384, -0.379)  -0.689
C (1.019, 0.022, 0.517)  0.275
C (1.081, -0.714, -0.668)  -0.218
C (-0.440, -1.569, 1.507)  0.006
C (0.000, 1.149, 0.775)  -0.331
H (1.980, -1.457, -0.616)  0.262
H (-0.422, -2.575, 1.130)  0.327
H (0.559, 2.017, 1.165)  0.359
H (-1.360, 2.192, -0.253)  0.536
H (0.281, -0.987, -2.669)  0.352
H (-1.371, 0.724, -2.429)  0.201
H (-0.767, 0.816, 1.508)  0.275

Forces on the atoms, in the same order (eV/Å):
1.20 0.15 0.50
0.25 -0.66 -0.32
-1.78 -0.31 -2.87
-0.06 0.57 -0.96
1.15 -2.06 -2.69
-3.60 -0.37 1.30
3.22 -1.65 0.72
0.39 2.52 0.12
2.58 -1.69 1.62
-1.83 1.17 -0.67
-0.10 -1.25 -0.30
-0.44 -0.06 -0.04
-2.56 2.80 -0.38
-0.19 0.25 1.20
0.97 0.41 2.17
0.81 0.19 0.59

charge: 0
total energy: -12132.82000 eV
Kohn-Sham gap (spin up / spin down): 7.272 / 7.490 eV
ΔE to the lowest compared entry with this formula, charge and spin: 53.6 kcal per mole
HOMO (spin up / spin down): -7.1 / -7.5 eV
maximum force: 0.075 hartree/bohr

7.
Entry from OMol25: one molecule with the formula C7H7FOS (ωB97M-V/def2-TZVPD).

Each line ends with the Mulliken charge.
Positions of all 17 atoms, in Å:
S (1.623, 1.269, 0.027)  -0.141
F (-1.471, 1.436, -1.016)  -0.314
O (-3.099, -0.870, -0.554)  -0.465
C (-2.069, -0.670, 0.025)  -0.465
C (2.160, -1.036, -0.999)  -0.502
C (-1.104, 0.534, -0.033)  1.092
C (0.791, -1.025, -0.832)  -0.653
C (0.313, 0.095, -0.223)  0.040
C (2.766, 0.106, -0.553)  -0.490
C (-1.257, 1.202, 1.522)  -1.179
H (2.828, -1.720, -1.389)  0.439
H (-1.404, 0.261, 2.043)  0.397
H (-0.285, 1.693, 1.582)  0.358
H (3.786, 0.182, -0.564)  0.503
H (0.194, -1.787, -1.123)  0.579
H (-2.005, 1.834, 1.393)  0.394
H (-1.768, -1.505, 0.692)  0.408

Forces on the atoms, in the same order (eV/Å):
-0.03 -1.49 -0.08
-0.06 -0.18 0.39
0.04 1.06 -0.42
0.13 -0.98 -0.25
1.19 2.19 0.91
-0.61 0.13 1.97
0.18 1.72 1.02
0.56 1.06 -0.61
-2.91 -0.24 -0.07
3.92 -3.74 -3.86
0.53 -1.92 -0.85
0.06 0.68 1.05
-0.39 -0.08 0.99
2.32 0.90 0.10
-1.94 -2.29 -0.85
-3.62 2.70 0.23
0.62 0.49 0.33

charge: 0
total energy: -22970.66949 eV
Kohn-Sham gap: 9.979 eV
ΔE to the lowest compared entry with this formula, charge and spin: 0.0 kcal per mole
HOMO: -9.3 eV
SMILES: C[C@](F)(C=O)c1cccs1
maximum force: 0.129 hartree/bohr

8.
Entry from OMol25: a 2-piece molecular cluster, C7H7IN2OS overall (ωB97M-V/def2-TZVPD).

Each line ends with the Mulliken charge.
Positions of all 19 atoms, in Å:
I (-2.736, -3.281, -3.184)  0.025
S (-1.925, 2.329, -1.322)  0.293
O (-1.961, 1.089, -2.129)  -0.481
N (-0.585, 2.480, -0.525)  -0.457
N (1.273, -0.238, 0.810)  -0.408
C (0.202, 1.733, 0.169)  0.633
C (0.124, 0.261, 0.363)  0.749
C (-1.012, -0.508, 0.069)  -0.529
C (1.439, -1.544, 0.801)  -0.195
C (0.430, -2.411, 0.354)  -0.548
C (1.406, 2.376, 0.823)  -1.009
C (-0.835, -1.917, 0.023)  -0.408
H (1.262, 2.341, 1.870)  0.315
H (-2.068, -0.195, -0.317)  0.211
H (-1.719, -2.467, -0.277)  0.563
H (1.392, 3.507, 0.782)  0.311
H (2.235, 1.845, 0.264)  0.292
H (0.642, -3.542, 0.266)  0.263
H (2.436, -1.856, 1.160)  0.381

Forces on the atoms, in the same order (eV/Å):
-0.01 0.03 -0.02
-0.55 -0.32 -1.09
-0.46 -0.08 -0.21
0.73 0.31 1.52
0.04 -0.37 -0.23
-0.06 0.87 0.03
-1.18 0.68 -0.39
-1.29 -1.26 -1.11
-0.04 -0.37 0.07
0.09 -2.38 -0.13
-0.38 1.36 -1.97
0.58 1.84 0.63
0.78 -1.42 1.37
2.49 0.06 1.06
0.49 -0.54 0.07
0.08 -1.21 -1.22
-0.22 1.07 1.69
-0.33 2.01 0.24
-0.77 -0.28 -0.32

charge: 0
total energy: -31332.87172 eV
Kohn-Sham gap (spin up / spin down): 8.497 / 4.564 eV
HOMO (spin up / spin down): -9.7 / -7.9 eV
maximum force: 0.053 hartree/bohr

9.
Entry from OMol25: C7H7LuN5O4 as an isolated structure (ωB97M-V/def2-TZVPD).

Each line ends with the Mulliken charge.
Positions of all 24 atoms, in Å:
Lu (0.262, 0.259, -1.385)  1.293
O (-3.028, 0.143, 0.173)  -0.112
O (2.722, -0.231, 1.057)  -0.007
O (0.314, 2.890, 0.847)  -0.036
O (-0.058, -3.002, 0.007)  -0.110
N (1.081, 0.895, 4.404)  -0.533
N (-0.169, -0.278, 1.509)  0.310
N (0.404, 0.143, 3.485)  0.884
N (0.634, 0.446, 2.198)  -0.706
N (-0.721, -0.581, 3.636)  -0.611
C (-1.910, 0.155, -0.162)  0.388
C (2.108, -0.045, 0.101)  0.284
C (-1.003, -0.919, 2.363)  -0.132
C (-0.011, -1.867, -0.231)  0.372
C (0.015, 0.658, -3.676)  -0.824
C (0.162, 2.084, 0.043)  0.335
C (-0.049, -0.707, -3.754)  -0.553
H (0.974, 1.178, -3.898)  0.525
H (1.948, 1.227, 3.994)  0.300
H (-1.003, -1.207, -4.023)  0.342
H (-0.891, 1.261, -3.899)  0.470
H (1.145, 0.559, 5.335)  0.308
H (-1.808, -1.604, 2.075)  0.432
H (0.851, -1.299, -4.023)  0.383

Forces on the atoms, in the same order (eV/Å):
-0.77 -0.99 2.40
5.84 0.00 -1.39
-1.90 0.64 -4.78
-0.86 -3.14 -3.51
0.11 5.21 -0.57
-0.49 0.16 -1.25
-1.41 -0.58 -0.41
-1.31 1.39 -1.72
1.29 0.05 3.03
1.52 -0.51 -0.72
-6.57 0.30 0.44
3.80 -1.00 4.53
-0.04 0.37 1.21
0.11 -6.21 -0.36
-0.31 -0.79 -2.56
0.92 4.98 4.09
-0.09 0.74 -2.86
-0.16 -0.25 0.62
-0.08 -0.08 0.20
0.32 0.20 0.87
0.24 -0.26 0.67
-0.25 -0.78 0.88
0.35 0.37 0.34
-0.23 0.20 0.88

charge: +3
total energy: -56596.57519 eV
Kohn-Sham gap: 5.474 eV
ΔE to the lowest compared entry with this formula, charge and spin: 0.0 kcal per mole
HOMO: -19.6 eV
maximum force: 0.128 hartree/bohr

10.
Entry from OMol25: C7H7LuO6S as an isolated structure (ωB97M-V/def2-TZVPD).

Each line ends with the Mulliken charge.
Positions of all 22 atoms, in Å:
Lu (-1.395, -0.811, -0.781)  1.457
S (0.527, -0.769, 2.042)  0.602
O (1.837, 1.727, -1.884)  -0.391
O (0.529, -1.136, -1.536)  -0.538
O (-0.787, -0.650, 1.141)  -0.503
O (-0.235, 3.213, -0.479)  -0.333
O (-2.849, 2.260, -1.395)  -0.157
O (-0.454, 4.201, -4.309)  -0.120
C (-0.154, -1.603, 3.483)  -1.014
C (0.214, -0.027, -2.141)  -0.442
C (0.695, 1.303, -1.742)  0.695
C (-1.891, 1.599, -1.161)  -0.079
C (-0.420, 3.358, -3.534)  0.162
C (-0.377, 2.136, -1.018)  0.632
C (1.427, -2.167, 1.335)  -0.892
H (1.557, -1.990, 0.257)  0.348
H (-0.629, -0.082, -2.921)  0.628
H (0.877, -3.094, 1.515)  0.354
H (-0.686, -2.504, 3.163)  0.370
H (0.647, -1.846, 4.187)  0.433
H (2.411, -2.219, 1.821)  0.404
H (-0.842, -0.897, 3.956)  0.386

Forces on the atoms, in the same order (eV/Å):
-1.07 -1.46 1.06
-0.22 -0.84 0.30
-2.93 -0.89 0.69
-0.26 -0.06 0.20
0.51 -0.16 -0.16
-0.13 -3.56 -0.94
2.20 -1.51 0.44
0.15 -2.48 2.33
-0.26 0.36 0.12
-1.02 0.13 -1.72
3.56 0.73 -0.35
-1.96 0.90 -0.27
-0.27 2.55 -2.67
0.31 5.37 0.77
0.02 0.07 -0.29
0.12 0.05 0.48
1.13 0.38 0.30
0.00 0.14 0.02
0.16 0.15 -0.02
0.06 0.08 -0.20
-0.23 0.14 -0.06
0.12 -0.09 -0.04

charge: +2
total energy: -64091.37477 eV
Kohn-Sham gap (spin up / spin down): 7.397 / 6.674 eV
ΔE to the lowest compared entry with this formula, charge and spin: 91.9 kcal per mole
HOMO (spin up / spin down): -17.1 / -16.9 eV
maximum force: 0.106 hartree/bohr

- total energy of number 3 (C7H7Cl3N2O2)?
  -52009.67606 eV

- Which of these has the highest total energy?
  C7H7F